[1]
Computed, not measured: a molecular structure, C50H42Cl3NO4PPbS, with wB97M-V/def2-TZVPD.

Output
ΔE to the lowest compared entry with this formula, charge and spin in kcal/mol: 47.1
Net charge: +1
Energy in Eh: -4598.87906

Atoms and positions in Å:
Pb (0.372, 0.269, -0.572)
Cl (2.064, 2.519, 6.553)
C (1.971, 2.110, 4.867)
C (1.075, 1.149, 4.444)
C (1.019, 0.842, 3.096)
Cl (-0.097, -0.423, 2.596)
C (1.830, 1.448, 2.121)
O (1.803, 1.166, 0.847)
C (2.731, 2.408, 2.621)
Cl (3.779, 3.197, 1.488)
C (2.805, 2.743, 3.959)
H (0.431, 0.645, 5.150)
H (3.508, 3.494, 4.288)
C (-7.184, -0.568, 1.124)
C (-6.101, -0.551, 1.996)
C (-4.820, -0.363, 1.504)
C (-4.607, -0.167, 0.138)
C (-5.695, -0.181, -0.728)
C (-6.979, -0.382, -0.234)
P (-2.874, -0.029, -0.396)
C (-2.955, 0.453, -2.173)
C (-2.550, 1.698, -2.648)
C (-2.500, 1.957, -4.014)
C (-2.871, 0.983, -4.925)
C (-3.294, -0.257, -4.462)
C (-3.313, -0.525, -3.104)
C (-2.340, 1.551, 0.311)
C (-3.178, 2.586, 0.732)
C (-2.642, 3.832, 1.020)
C (-1.284, 4.075, 0.862)
C (-0.422, 3.065, 0.443)
C (-0.986, 1.821, 0.236)
H (-8.184, -0.722, 1.505)
H (-6.256, -0.692, 3.058)
H (-3.976, -0.361, 2.187)
H (-5.550, -0.021, -1.788)
H (-7.820, -0.387, -0.914)
H (-2.285, 2.492, -1.962)
H (-2.177, 2.931, -4.358)
H (-2.829, 1.184, -5.987)
H (-3.603, -1.018, -5.169)
H (-3.601, -1.509, -2.757)
H (-4.248, 2.425, 0.794)
H (-3.294, 4.633, 1.343)
H (-0.879, 5.055, 1.081)
H (0.641, 3.235, 0.345)
C (1.439, 1.023, -2.245)
C (2.089, 1.417, -3.184)
C (2.842, 1.867, -4.320)
C (2.335, 2.862, -5.155)
C (3.069, 3.287, -6.251)
C (4.308, 2.724, -6.521)
C (4.817, 1.734, -5.692)
C (4.090, 1.305, -4.594)
H (1.370, 3.299, -4.935)
H (2.674, 4.064, -6.892)
H (4.877, 3.056, -7.379)
H (5.786, 1.299, -5.899)
H (4.478, 0.537, -3.939)
C (-2.563, -4.210, -3.601)
O (-1.682, -4.251, -2.487)
C (-2.179, -3.987, -1.261)
C (-3.524, -3.766, -0.972)
C (-3.939, -3.562, 0.335)
C (-3.022, -3.582, 1.378)
C (-1.691, -3.824, 1.095)
C (-1.264, -4.014, -0.211)
N (0.083, -4.416, -0.423)
C (0.929, -4.261, -1.424)
C (0.971, -3.359, -2.489)
C (1.809, -3.730, -3.583)
C (1.874, -2.978, -4.714)
C (1.087, -1.805, -4.791)
C (0.320, -1.387, -3.741)
C (0.291, -2.104, -2.520)
O (-0.326, -1.622, -1.488)
H (-1.947, -4.417, -4.472)
H (-3.011, -3.221, -3.698)
H (-3.343, -4.969, -3.516)
H (-4.254, -3.784, -1.769)
H (-4.988, -3.397, 0.538)
H (-3.341, -3.423, 2.397)
H (-0.964, -3.867, 1.899)
H (0.417, -5.025, 0.312)
H (1.738, -4.988, -1.385)
H (2.365, -4.658, -3.512)
H (2.503, -3.271, -5.542)
H (1.102, -1.218, -5.701)
H (-0.268, -0.479, -3.801)
O (2.058, -1.302, -0.228)
S (2.800, -1.434, 1.126)
C (4.364, -2.211, 0.653)
C (4.535, -3.418, 1.566)
C (3.158, -4.073, 1.635)
C (2.177, -2.940, 1.928)
H (5.152, -1.468, 0.748)
H (4.239, -2.480, -0.397)
H (4.842, -3.091, 2.562)
H (5.305, -4.090, 1.191)
H (3.109, -4.854, 2.393)
H (2.934, -4.529, 0.667)
H (2.105, -2.716, 2.992)
H (1.174, -3.072, 1.530)

=====

[2]
Computed, not measured: a molecular structure, C50H43BGeN5O3W at a distorted geometry, with wB97M-V/def2-TZVPD.

Output
ΔE to the lowest compared entry with this formula, charge and spin in kcal/mol: 0.0
Net charge: +1
Spin multiplicity: 3
Energy in Eh: -4599.39705

Atoms and positions in Å:
W (1.166, -0.225, -0.234)
C (-0.130, -1.598, 3.675)
C (0.014, -1.376, 2.314)
N (0.909, -0.528, 1.791)
C (1.709, 0.147, 2.673)
C (1.596, 0.010, 4.067)
C (0.654, -0.902, 4.567)
C (2.425, 0.809, 4.915)
C (3.311, 1.691, 4.401)
C (3.457, 1.841, 2.988)
C (4.319, 2.779, 2.399)
C (4.375, 2.868, 1.030)
C (3.596, 2.005, 0.259)
N (2.777, 1.106, 0.782)
C (2.681, 1.039, 2.131)
H (-0.879, -2.300, 4.014)
H (-0.623, -1.883, 1.606)
H (0.549, -1.039, 5.635)
H (2.311, 0.705, 5.987)
H (3.924, 2.301, 5.052)
H (4.911, 3.432, 3.028)
H (5.009, 3.594, 0.542)
H (3.616, 2.066, -0.822)
C (5.754, -0.290, -0.713)
C (4.421, -0.895, -1.062)
O (3.537, -1.107, -0.230)
N (4.244, -1.229, -2.350)
C (3.065, -1.964, -2.774)
C (1.975, -1.083, -3.331)
C (1.670, -1.209, -4.674)
C (0.689, -0.420, -5.250)
C (0.060, 0.499, -4.432)
C (0.409, 0.570, -3.100)
N (1.342, -0.212, -2.506)
H (5.774, -0.024, 0.339)
H (5.935, 0.601, -1.315)
H (6.553, -1.004, -0.919)
H (4.950, -1.013, -3.033)
H (2.696, -2.504, -1.907)
H (3.361, -2.688, -3.529)
H (2.207, -1.938, -5.267)
H (0.436, -0.517, -6.297)
H (-0.715, 1.150, -4.810)
H (-0.086, 1.283, -2.468)
C (-0.754, -0.603, -0.681)
Ge (-2.608, -0.391, -0.103)
C (-3.399, 1.330, 0.441)
C (-2.695, 2.427, 0.927)
C (-3.353, 3.611, 1.236)
C (-4.727, 3.704, 1.079)
C (-5.445, 2.610, 0.614)
C (-4.782, 1.436, 0.290)
C (-3.105, -1.728, 1.271)
C (-2.738, -3.065, 1.114)
C (-3.130, -4.025, 2.036)
C (-3.898, -3.658, 3.134)
C (-4.263, -2.331, 3.307)
C (-3.867, -1.373, 2.381)
C (-3.598, -0.869, -1.753)
C (-4.265, -2.077, -1.938)
C (-4.816, -2.405, -3.172)
C (-4.709, -1.526, -4.238)
C (-4.065, -0.307, -4.063)
C (-3.516, 0.013, -2.831)
H (-0.892, -1.006, -1.694)
H (-1.631, 2.349, 1.083)
H (-2.788, 4.462, 1.597)
H (-5.241, 4.626, 1.321)
H (-6.519, 2.674, 0.496)
H (-5.343, 0.590, -0.093)
H (-2.136, -3.356, 0.257)
H (-2.844, -5.061, 1.895)
H (-4.215, -4.406, 3.849)
H (-4.860, -2.040, 4.162)
H (-4.154, -0.336, 2.522)
H (-4.363, -2.764, -1.105)
H (-5.335, -3.348, -3.296)
H (-5.132, -1.784, -5.200)
H (-4.000, 0.395, -4.887)
H (-3.027, 0.974, -2.690)
C (1.314, -5.602, 0.208)
C (0.453, -5.005, -0.702)
C (0.473, -3.627, -0.830)
N (1.282, -2.837, -0.122)
C (2.096, -3.419, 0.764)
C (2.149, -4.789, 0.958)
H (1.331, -6.677, 0.330)
H (-0.228, -5.595, -1.300)
H (-0.188, -3.127, -1.530)
H (2.738, -2.759, 1.335)
H (2.836, -5.207, 1.681)
O (1.009, 2.705, -1.223)
B (0.695, 1.887, -0.112)
O (0.475, 2.730, 0.992)
C (0.676, 4.018, 0.571)
C (0.604, 5.192, 1.287)
C (0.892, 6.366, 0.596)
C (1.224, 6.353, -0.754)
C (1.281, 5.163, -1.475)
C (1.004, 4.006, -0.781)
H (0.331, 5.198, 2.334)
H (0.855, 7.311, 1.122)
H (1.443, 7.286, -1.257)
H (1.517, 5.143, -2.531)